A structure of composition C48H37F5IrN4O3P. Source: OMol25; level of theory: wB97M-V/def2-TZVPD.

frontier orbital gap	0.2654	Eh
ΔE to the lowest compared entry with this formula, charge and spin	0.0	kJ/mol
E	-88196.495	eV
largest force on an atom	0.11	eV/A
highest occupied orbital energy	-0.28987	Ha

The geometry in ORCA input format:
```
! RIJCOSX wB97M-V def2-TZVPD def2/J DEFGRID3
* xyz 0 1
Ir -0.14890 -0.66969 0.00677
P 0.34030 1.66038 0.14427
F 1.05570 -6.02284 0.37730
F -1.90016 -2.36849 -2.27309
F -0.31030 -6.72132 -1.87675
F -1.79450 -4.81033 -3.15136
F 0.98462 -3.60372 1.31447
O -3.17030 -0.93724 -0.52035
O 2.91266 -0.31624 -2.75455
O 1.06681 -1.55629 3.87451
N 0.76563 -0.64413 -1.93979
N -0.31579 -0.96292 2.11638
N -2.18968 -0.09389 -0.03329
N 1.73895 -1.03079 0.46006
C -3.07553 2.69428 2.12623
C -1.54800 0.79267 -3.20717
C -2.51463 -1.82297 2.81317
C -0.49861 3.65029 1.90599
C 2.02913 -1.27786 1.73511
C -0.85496 2.49191 1.22266
C -0.39457 -2.75761 -0.44917
C -2.16361 2.00609 1.32075
C -1.60478 0.12175 3.93148
C -0.67851 -1.84576 -5.73991
C 3.49813 2.01670 2.71667
C 0.82075 -2.14671 -3.86572
C 1.05858 3.20244 -3.58841
C -0.79551 -0.33757 -3.84999
C 1.12456 2.43281 -2.43856
C -1.08994 -4.50168 -2.06152
C 4.00114 -0.96214 -0.15845
C 0.34052 -2.53584 -5.11056
C 0.24568 2.66804 -1.37758
C 1.88100 -3.01241 -3.23922
C -0.70515 3.67799 -1.50431
C -1.40961 4.31303 2.71125
C 2.66266 -0.84548 -0.47688
C -1.24759 -0.76649 -5.09361
C -2.35567 -3.06891 1.99208
C 0.27518 -1.00431 -3.23962
C 2.86148 2.98222 0.19636
C -2.74474 0.86396 0.60473
C -0.77519 4.43994 -2.66328
C 4.06836 3.32285 0.79060
C 4.33689 -1.28644 1.15104
C 0.34654 -5.10544 -0.28565
C -1.48044 -0.88422 2.95871
C 3.34702 -1.44338 2.11209
C 2.29735 1.66847 2.12020
C -0.47753 1.04268 4.29060
C -2.80056 0.25107 4.63178
C -0.34631 -5.46957 -1.42178
C 2.11709 -0.56208 -1.85273
C 0.30079 -3.79651 0.16649
C -3.70275 -1.64719 3.51539
C 0.10780 4.20759 -3.70532
C -3.86472 -0.60126 4.40557
C -2.70335 3.82568 2.82793
C 4.39190 2.84115 2.04967
C 1.96253 2.13961 0.85048
C 0.85562 -1.29753 2.69466
C -1.09170 -3.21182 -1.56080
H 0.33515 0.47707 4.74976
H -1.04736 -2.16778 -6.70510
H 2.87955 -2.62728 -3.45074
H 5.37717 -1.40060 1.42674
H 4.75347 3.97395 0.26346
H 1.87047 1.65252 -2.39342
H 4.73621 -0.80378 -0.93444
H -0.08190 1.55248 3.41852
H 3.56091 -1.66823 3.14750
H 3.73048 1.63547 3.70289
H -2.08131 -0.24268 -5.54757
H 1.77410 -3.07049 -2.15404
H -4.08695 2.31731 2.21247
H 0.76659 -3.41591 -5.57787
H -4.79281 -0.48046 4.94996
H 2.62875 3.38836 -0.77570
H -1.52446 5.21653 -2.74623
H -1.10934 5.20482 3.24543
H -2.49055 -2.88342 0.92944
H 5.33297 3.11134 2.51099
H -1.48464 0.76091 -2.12435
H -3.82960 0.81948 0.62241
H -3.09645 -3.80617 2.30103
H -4.49667 -2.37208 3.37981
H -2.60072 0.73988 -3.49017
H 1.81000 -4.02506 -3.63656
H -1.40422 3.88076 -0.70447
H -2.88472 1.04015 5.37039
H -1.17108 1.76202 -3.53016
H 0.05169 4.80135 -4.60850
H 0.51179 4.02903 1.81586
H 1.61692 1.03331 2.66583
H -3.42396 4.32917 3.45848
H -2.73405 -1.45413 -1.21953
H -0.81810 1.80504 4.99124
H -1.36568 -3.49698 2.13928
H 1.74658 2.99962 -4.39864
*
```